Entry 1:
{
  "formula": "C20H18N4O4Pt",
  "method": "ωB97M-V/def2-TZVPD",
  "orbital_gap_ev": [4.6, 4.6],
  "charge": -2,
  "elements": ["Pt", "C", "C", "O", "C", "C", "C", "C", "C", "C", "H", "H", "H", "H", "H", "H", "H", "H", "N", "C", "C", "C", "C", "C", "C", "H", "H", "H", "H", "H", "N", "C", "O", "C", "C", "N", "C", "N", "H", "H", "C", "C", "O", "O", "H", "H", "H"],
  "positions_angstrom": [[0.3443, -0.0354, 0.1343], [-2.8351, -2.5414, -1.4236], [-1.7456, -2.1705, -0.4272], [-1.6304, -0.9032, -0.1985], [-0.9940, -3.2054, 0.1720], [-0.8777, -4.4845, -0.4480], [-0.1340, -5.4955, 0.0997], [0.5264, -5.3274, 1.3170], [0.4165, -4.0991, 1.9662], [-0.3132, -3.0659, 1.4296], [-3.5684, -1.7365, -1.4427], [-3.3335, -3.4737, -1.1560], [-2.4130, -2.6309, -2.4254], [-1.3492, -4.6371, -1.4087], [-0.0456, -6.4411, -0.4263], [1.1315, -6.1191, 1.7391], [0.9171, -3.9366, 2.9130], [-0.1972, -1.0091, 1.5654], [-0.4235, -1.8557, 2.1634], [-1.3836, -1.6479, 3.0984], [-1.7450, -0.3389, 3.4650], [-2.6850, -0.1216, 4.4472], [-3.2907, -1.1857, 5.1028], [-2.9443, -2.4799, 4.7459], [-2.0187, -2.7141, 3.7529], [-1.2904, 0.4913, 2.9388], [-2.9701, 0.8905, 4.7070], [-4.0253, -1.0072, 5.8776], [-3.4195, -3.3170, 5.2448], [-1.7643, -3.7215, 3.4585], [2.7319, -2.0707, 0.2371], [2.5272, -1.8768, -1.1034], [1.4504, -1.3940, -1.4989], [3.5821, -2.3036, -1.9700], [4.7884, -2.7366, -1.4512], [5.8054, -3.0807, -1.0103], [3.4907, -2.2776, -3.3534], [3.4731, -2.2906, -4.5108], [2.0891, -1.5533, 0.8315], [3.6673, -2.2295, 0.5719], [2.5199, 3.3892, 1.2924], [1.6262, 2.1800, 1.0008], [0.3936, 2.3211, 1.0182], [2.2087, 1.0955, 0.7645], [1.9179, 4.2615, 1.5293], [3.1206, 3.5898, 0.4086], [3.1891, 3.1569, 2.1163]],
  "atomic_forces_ev_per_a": [[-0.8, -0.1, -1.3], [0.3, 0.2, 0.1], [-1.0, 2.5, -0.6], [0.9, -1.4, 0.3], [1.2, -1.3, 1.3], [-0.3, 0.9, 0.0], [0.3, -0.5, 0.2], [-0.1, 0.4, 0.0], [0.4, -0.8, -0.1], [-0.8, 0.8, -0.1], [0.0, 0.0, 0.0], [0.0, 0.0, 0.0], [0.0, -0.1, -0.2], [0.0, 0.0, -0.1], [0.0, 0.1, 0.0], [0.0, 0.0, 0.0], [0.0, 0.1, 0.0], [0.1, 0.1, 0.3], [0.3, -0.9, -0.3], [-0.3, -0.1, 0.4], [0.1, 0.1, -0.2], [-0.1, 0.0, 0.0], [-0.2, 0.0, 0.3], [-0.2, 0.1, 0.1], [0.1, -0.1, -0.1], [0.1, 0.0, -0.1], [0.1, 0.1, 0.0], [0.0, 0.0, 0.0], [0.0, -0.1, 0.0], [0.0, -0.1, 0.0], [-0.1, 0.0, 0.0], [-0.4, 0.0, 0.5], [0.2, -0.1, -0.3], [-0.3, 0.1, 0.2], [0.9, -0.3, 0.4], [0.1, -0.1, 0.1], [-0.3, 0.1, -0.9], [0.0, 0.0, -0.2], [0.1, 0.1, -0.1], [0.0, 0.0, 0.0], [-0.2, -0.2, -0.1], [-0.1, 0.8, 0.5], [-0.3, 0.6, 0.0], [0.0, -0.8, -0.3], [0.0, 0.1, 0.0], [0.1, 0.0, -0.1], [0.1, 0.0, 0.1]]
}

Entry 2:
{
  "formula": "C20H19Cl2HfO3",
  "method": "ωB97M-V/def2-TZVPD",
  "orbital_gap_ev": 2.2,
  "charge": 1,
  "elements": ["C", "C", "C", "H", "C", "C", "H", "H", "H", "H", "C", "C", "C", "H", "C", "C", "H", "H", "H", "H", "Hf", "O", "C", "C", "H", "H", "H", "H", "C", "C", "C", "H", "C", "H", "C", "H", "C", "H", "Cl", "C", "Cl", "C", "O", "O", "H"],
  "positions_angstrom": [[-2.4368, 0.6347, 1.7058], [-1.4865, 1.2963, 2.5002], [-0.6377, 2.0482, 1.6644], [-1.5406, 1.3552, 3.6056], [-1.0432, 1.8322, 0.2771], [-2.2390, 1.0286, 0.3296], [-2.9215, 0.8751, -0.5231], [-3.4172, 0.3159, 2.1205], [0.1819, 2.7275, 1.9701], [-0.5728, 2.3200, -0.5888], [-0.4394, -2.8734, 1.0172], [-1.5637, -2.4798, 1.7203], [-2.3908, -1.6953, 0.8866], [-1.8266, -2.8496, 2.7020], [-1.7722, -1.5877, -0.4291], [-0.5150, -2.3188, -0.3307], [0.1668, -2.5999, -1.1220], [0.2989, -3.5869, 1.3682], [-3.4451, -1.5964, 1.1091], [-2.1940, -1.1887, -1.3390], [-0.3069, -0.2388, 0.6326], [1.1829, 0.3354, -0.6598], [2.4595, 0.9425, -0.4856], [2.2490, 1.5126, -1.8410], [2.5025, 1.7302, 0.3504], [3.2764, 0.1854, -0.5202], [1.7821, 2.5017, -1.9443], [3.1916, 3.1306, -4.0349], [3.4910, 2.0725, -4.0331], [3.0078, 1.1436, -2.9992], [3.6322, -0.1173, -3.1972], [3.4072, -0.8883, -2.4551], [4.5266, -0.4440, -4.2395], [4.9391, -1.4587, -4.3587], [4.9084, 0.4666, -5.2258], [5.5682, 0.2237, -6.0573], [4.3843, 1.7557, -5.0931], [4.6639, 2.5160, -5.8584], [-4.8604, 0.8261, 4.4298], [-4.8153, -0.8754, 4.6290], [-5.2367, -1.8356, 3.2382], [-3.1422, -1.2326, 5.0177], [-3.2999, -1.6479, 6.2842], [-2.3340, -1.0818, 4.2644], [-5.3830, -1.1795, 5.5129]],
  "atomic_forces_ev_per_a": [[-1.5, 2.0, -0.6], [0.1, 0.3, 0.5], [1.1, 0.1, -1.4], [0.3, -0.5, -0.9], [-1.0, 2.1, 0.8], [0.0, 1.3, 0.2], [0.5, -0.2, 0.7], [1.2, -0.5, -0.3], [-0.6, -0.7, -0.2], [-0.6, -0.2, 0.5], [1.1, 0.7, -2.5], [-0.9, 0.6, 0.0], [0.1, -2.2, -1.4], [0.0, 0.5, 0.1], [0.6, -1.6, 1.0], [-0.4, -1.7, 0.6], [-0.2, 0.2, -0.1], [0.1, 0.4, 0.0], [0.2, 0.8, 0.1], [-0.1, -0.1, 0.1], [-0.9, -1.0, 3.2], [0.2, -0.6, 0.3], [-0.2, 0.5, -0.7], [2.6, 1.7, -0.6], [0.2, -1.3, -1.1], [-0.5, 0.7, 0.6], [-0.4, -0.6, 0.3], [-0.2, -0.5, 0.3], [-0.7, 0.8, -0.5], [1.8, -0.2, -2.1], [0.5, -1.1, 0.5], [0.1, 0.0, -0.4], [-0.3, -0.7, 0.2], [-0.5, 0.5, 0.6], [-0.9, 0.7, 0.8], [-0.2, -0.1, 0.3], [-0.6, 0.4, 0.5], [-0.4, -0.4, 1.0], [-0.5, 1.6, -0.6], [2.9, -1.3, 1.4], [-0.6, -0.2, -1.1], [-11.6, -2.9, 12.2], [1.9, 1.3, -4.3], [8.1, 1.5, -7.4], [0.0, 0.1, -0.6]]
}

Entry 3:
{
  "formula": "C20H19F19N5O12S6V",
  "method": "ωB97M-V/def2-TZVPD",
  "orbital_gap_ev": [6.8, 7.7],
  "spin_multiplicity": 3,
  "charge": 0,
  "e_above_lowest_kj_mol": 0.0,
  "elements": ["V", "C", "F", "F", "F", "S", "O", "O", "N", "S", "O", "O", "C", "F", "F", "F", "C", "F", "F", "F", "S", "O", "O", "N", "S", "O", "O", "C", "F", "F", "F", "C", "F", "F", "F", "S", "O", "O", "N", "S", "O", "O", "C", "F", "F", "F", "C", "C", "C", "C", "N", "H", "H", "H", "H", "H", "H", "H", "C", "C", "C", "C", "N", "H", "H", "H", "H", "H", "H", "H", "F", "C", "C", "C", "C", "C", "C", "H", "H", "H", "H", "H"],
  "positions_angstrom": [[-0.4807, 0.9396, 0.7680], [-4.1150, -0.4124, -0.8871], [-3.7635, 0.7230, -1.4994], [-5.4695, -0.4611, -0.8833], [-3.6225, -1.3903, -1.6783], [-3.3775, -0.5620, 0.9320], [-4.5104, -0.8200, 1.8061], [-2.3825, -1.6176, 0.8660], [-2.4051, 0.8699, 1.2180], [-3.5818, 1.8959, 1.6799], [-2.9513, 3.1771, 1.9100], [-4.7114, 1.9112, 0.8055], [-4.1295, 1.3826, 3.4841], [-5.4319, 1.0407, 3.5141], [-3.3676, 0.3714, 4.0311], [-3.9265, 2.4806, 4.2531], [-0.2700, -3.0367, 2.8866], [0.4639, -3.7521, 3.7109], [-0.6770, -3.8571, 1.9156], [-1.3222, -2.4149, 3.4647], [0.9612, -1.7349, 2.0950], [2.3072, -1.9218, 2.5639], [0.7616, -1.9733, 0.6726], [0.1951, -0.1351, 2.3296], [0.8005, 0.1811, 3.8091], [0.7562, -0.8829, 4.8810], [2.1047, 0.8598, 3.6487], [-0.3185, 1.5902, 4.4404], [-1.1031, 1.1405, 5.3973], [0.4356, 2.4742, 4.9823], [-1.1145, 2.1197, 3.4825], [-1.8900, 3.2798, -2.2660], [-2.0747, 2.1605, -2.9325], [-2.3124, 4.3199, -3.0631], [-2.6685, 3.1706, -1.2199], [-0.0347, 3.4565, -1.7242], [0.6327, 2.4795, -2.5640], [0.2595, 4.8831, -1.8932], [-0.1784, 2.7526, -0.0649], [0.7334, 3.8257, 0.6976], [0.8217, 3.0754, 1.9524], [1.9905, 4.2177, 0.0666], [-0.4628, 5.4039, 0.9857], [-1.6217, 5.2453, 0.2775], [-0.6560, 5.5540, 2.2566], [0.1712, 6.4724, 0.5875], [5.2252, 1.2864, 1.7254], [5.1225, 1.3429, 0.2092], [4.2399, 0.2786, -0.5282], [2.8633, 0.5784, -0.1063], [1.7465, 0.7769, 0.1299], [5.3769, 0.3250, 2.2161], [4.2450, 1.5702, 2.1085], [5.9088, 1.9863, 2.2059], [6.1366, 1.1818, -0.1564], [4.7390, 2.3240, -0.0709], [4.7356, -0.6592, -0.2777], [4.3320, 0.4244, -1.6045], [1.6223, -0.2438, -3.9984], [0.1547, -0.1401, -4.5076], [-0.8049, -0.9325, -3.6288], [-0.7428, -0.4820, -2.2036], [-0.7736, -0.1204, -1.1011], [1.8953, -1.2800, -3.7991], [1.7935, 0.2309, -3.0323], [2.3669, 0.2149, -4.6490], [0.2247, -0.6128, -5.4873], [-0.0955, 0.9150, -4.6186], [-0.6457, -2.0001, -3.7803], [-1.8098, -0.8851, -4.0483], [2.5031, -4.1182, -2.8891], [1.4153, -4.7507, -2.3738], [0.4831, -4.0171, -1.6255], [-0.6004, -4.7090, -1.0723], [-0.8048, -6.0717, -1.3868], [0.0504, -6.7010, -2.2234], [1.1996, -6.0561, -2.6343], [0.6449, -2.9784, -1.3776], [-1.3405, -4.2487, -0.4345], [-1.6904, -6.5378, -0.9810], [-0.0913, -7.7381, -2.4891], [1.9107, -6.6347, -3.2053]],
  "atomic_forces_ev_per_a": [[1.8, -0.2, -0.2], [-0.8, 0.7, -1.1], [0.0, -0.3, 0.7], [1.7, -0.4, 0.4], [-0.5, 0.1, 1.2], [1.0, -3.2, -0.2], [1.5, 1.3, -1.3], [-0.7, 1.1, -0.4], [-3.5, -1.9, -0.3], [0.6, 4.5, 1.4], [-0.1, -1.1, -0.1], [0.0, -1.1, 0.2], [0.1, -0.4, 1.1], [1.5, 0.5, 0.0], [-1.1, 1.3, -1.1], [-0.5, -1.2, -0.9], [0.0, 0.6, -0.1], [-0.4, 0.3, 0.5], [0.0, 0.9, 0.5], [1.3, -1.0, -0.5], [-0.7, -0.9, -3.5], [-1.3, 0.6, 0.5], [-0.1, 0.5, 1.2], [1.1, -3.3, 1.0], [3.2, 2.1, 4.0], [-0.7, 2.3, -3.7], [-2.4, -1.4, 0.1], [-1.0, -1.2, -0.2], [-0.6, -0.7, 0.2], [1.1, 1.4, 0.0], [0.7, -0.3, 0.2], [-0.5, 1.0, -0.5], [0.7, -0.5, -1.0], [1.0, -1.2, 1.3], [-0.3, 0.8, 0.8], [-1.5, -0.9, -2.7], [-0.3, 0.9, 1.0], [-0.6, -2.5, 1.2], [0.1, 3.1, -4.5], [1.6, -0.6, 3.1], [0.0, 0.9, 0.0], [-2.2, -0.3, 0.8], [0.3, -0.7, -1.3], [1.5, 0.1, 1.2], [-0.8, -0.7, 0.9], [0.3, 0.4, -0.9], [-1.7, -0.1, 0.9], [1.0, 0.0, -0.3], [0.9, 1.5, 1.2], [-1.6, -1.2, -0.2], [1.2, -0.2, 0.0], [0.3, -0.3, -0.6], [-0.2, 0.1, 0.3], [0.2, 0.1, -0.6], [0.0, 0.4, -0.5], [0.4, 0.1, -0.1], [-1.2, -0.5, 0.2], [-0.2, 0.1, 0.0], [-0.2, 0.0, 0.8], [2.1, 0.0, 0.0], [-0.1, 0.2, -0.2], [-0.7, -0.1, 0.8], [0.4, -0.1, -1.4], [0.0, -0.2, -0.4], [-0.4, 0.3, 0.1], [-0.3, -0.1, -0.3], [-0.7, 0.1, -0.1], [-0.3, -0.2, 0.1], [0.6, -0.1, 0.9], [-0.4, 0.7, 0.6], [-0.2, -0.2, 0.2], [-0.7, 1.6, 0.5], [-0.1, -0.5, 0.5], [0.3, -0.7, -0.8], [-1.0, 1.7, 0.8], [0.6, -0.9, 0.1], [0.7, -1.4, -1.1], [0.1, 0.0, -0.1], [0.2, 0.4, 0.0], [0.0, -0.2, 0.0], [0.0, -0.1, -0.1], [0.2, 0.2, -0.2]]
}

Entry 4:
{
  "formula": "C20H19F3N4O2",
  "method": "ωB97M-V/def2-TZVPD",
  "orbital_gap_ev": 8.4,
  "charge": 0,
  "e_above_lowest_kj_mol": 1502.4,
  "elements": ["O", "C", "N", "C", "H", "C", "H", "H", "C", "N", "C", "C", "C", "C", "C", "C", "N", "C", "O", "H", "H", "H", "H", "H", "C", "H", "H", "C", "H", "H", "H", "H", "N", "C", "C", "C", "C", "C", "C", "C", "F", "F", "F", "H", "H", "H", "H", "H"],
  "positions_angstrom": [[2.4803, 0.4716, 1.6798], [2.0874, 0.4646, 0.4881], [0.9891, 1.2708, 0.1359], [0.3312, 1.3232, -1.1835], [0.9465, 0.7215, -2.0584], [-1.1948, 0.6886, -1.1511], [-1.1974, -0.4263, -0.8521], [-1.6018, 0.9628, -2.3089], [-2.0454, 1.4896, -0.2250], [-3.3170, 0.9414, -0.1471], [-3.9058, -0.0799, 0.1342], [-3.3455, -1.3803, 0.3497], [-4.0304, -2.7684, 0.5237], [-5.4090, -2.4255, 0.5291], [-6.0611, -1.3358, 0.0279], [-5.3175, -0.2459, 0.0968], [-5.5164, 0.9244, -0.3115], [-4.4415, 1.7866, -0.3559], [-4.2121, 3.1216, -0.7751], [-6.5002, 1.5058, -0.4149], [-7.1682, -1.2600, -0.0482], [-6.1470, -3.3026, 0.7996], [-3.6035, -3.4146, 0.9566], [-2.2369, -1.5135, 0.7489], [-1.3417, 1.4995, 1.0078], [-1.2351, 0.3051, 1.5449], [-1.9074, 1.7018, 1.9849], [0.1269, 2.0315, 1.1654], [0.5277, 1.6707, 2.2550], [0.1116, 2.9039, 1.0490], [-2.0628, 2.6421, -0.4292], [0.1982, 2.4058, -1.4940], [2.5012, -0.2523, -0.5451], [3.7058, -1.0010, -0.4599], [3.8643, -2.2952, -0.7185], [5.1693, -2.6356, -0.5546], [6.2505, -2.1002, -0.3343], [6.0816, -0.7362, 0.3537], [4.8340, -0.0826, -0.0507], [4.7229, 1.4938, 0.2165], [6.0345, 1.8358, -0.2584], [3.6836, 2.0738, -0.2472], [4.7424, 1.7166, 1.4294], [6.8865, -0.3094, 0.4179], [7.0782, -2.5205, -0.1085], [5.3857, -3.9543, -0.8249], [3.1217, -2.9138, -0.9963], [1.9374, -0.9990, -1.0417]],
  "atomic_forces_ev_per_a": [[-0.1, -0.4, -2.9], [-4.1, 2.4, 4.4], [-0.9, 0.9, 0.2], [-0.3, -1.6, -1.6], [-1.5, 1.8, 2.4], [1.6, 0.8, -4.1], [0.0, 1.8, -0.8], [1.0, -1.5, 3.0], [2.2, 2.1, -1.0], [-2.3, 10.3, -1.8], [-0.1, -18.0, 4.1], [3.1, -3.5, 2.2], [-7.2, 17.0, -5.6], [-1.3, -7.0, 0.0], [-1.8, -1.0, 1.7], [4.1, -0.2, -0.8], [-7.1, 12.9, -2.8], [2.8, 6.7, -3.6], [-2.5, -7.2, 2.6], [3.1, -2.3, 0.3], [1.0, -0.2, 0.0], [1.4, 1.5, -0.5], [5.8, -9.3, 5.6], [-2.0, 0.8, -1.5], [1.9, -4.5, 8.6], [0.0, 2.5, -2.3], [0.2, 1.2, -1.7], [0.6, -16.0, 2.7], [-1.0, 1.2, -2.8], [0.7, 13.2, -1.9], [-0.8, -2.2, -0.8], [0.3, -1.2, 0.2], [1.3, -5.4, -3.6], [1.6, 6.0, 1.9], [1.5, 2.7, 1.0], [-4.4, -12.5, -4.3], [0.9, 10.1, 5.0], [-10.5, -4.7, -6.5], [1.3, -2.8, 1.6], [3.5, -5.9, -2.6], [-2.1, 1.5, -0.3], [-0.6, 2.1, -2.6], [0.7, 1.5, 5.4], [8.3, 5.3, 1.9], [5.6, -3.1, 0.7], [-0.9, 3.7, 0.6], [-2.3, -2.2, -0.8], [-0.7, 2.3, 1.0]]
}

> charge of number 4 (C20H19F3N4O2)?

0